Record 1
# CH8N3O3P

A single CH8N3O3P molecule at a distorted geometry (the ωB97M-V functional and the def2-TZVPD basis, OMol25).

Cartesian coordinates (Å):
N (-2.0005, -1.0273, -1.5546)
N (-0.8772, -1.3423, -0.8950)
P (-0.2986, -0.3208, 0.1758)
O (-1.1367, 0.5496, 0.9980)
C (1.0828, -1.0300, 1.1760)
O (1.3423, -0.0538, 2.1526)
N (0.6581, 1.2429, -0.8568)
O (1.1372, 2.5549, -0.4409)
H (-2.8830, -0.8411, -0.9342)
H (-2.2312, -1.6313, -2.3739)
H (1.9188, -1.6190, 0.8648)
H (0.5549, -1.7754, 1.8339)
H (0.4663, 0.3173, 2.1196)
H (1.4030, 0.7408, -1.2377)
H (-0.0739, 1.4246, -1.5276)
H (0.9378, 2.8109, 0.4999)

strongest force on any atom: 4.8 eV/Å
spin multiplicity: 1
HOMO level: -7.554 eV
net charge: 0
SMILES: NN=[P@@]([O-])(CO)[NH2+]O
energy relative to the best compared isomer or geometry (same formula, charge and spin): 179.6 kJ/mol
lowest unoccupied orbital energy: 0.6 eV

Löwdin population analysis, charges in e, atoms 1 to 4:
1. N -0.18
2. N -0.31
3. P 0.59
4. O -0.33

---

Record 2
# CH8N5

A gas-phase ion, CH8N5 (charge +1) at a distorted geometry (the ωB97M-V functional and the def2-TZVPD basis, OMol25).

Cartesian coordinates (Å):
N (-2.1860, -0.2245, -0.4072)
N (-1.4427, 0.6138, 0.5166)
N (-0.3131, 1.1564, 0.0180)
C (1.0759, 0.0130, -0.1027)
N (1.1133, -1.1487, 0.4785)
N (2.1502, 0.8386, -0.1620)
H (-2.7455, 0.5015, -0.9412)
H (-2.7353, -0.8930, 0.1501)
H (-1.2126, 0.1817, 1.4132)
H (-0.5228, 1.1568, -0.9935)
H (0.2708, -1.6474, 0.2186)
H (2.0032, -1.5374, 0.5777)
H (3.0817, 0.6203, 0.0700)
H (1.9698, 1.8007, -0.3749)

strongest force on any atom: 5.4 eV/Å
spin multiplicity: 1
HOMO level (alpha / beta): -13.238 / -13.238 eV
net charge: +1
SMILES: NNNC(N)=[NH2+]
energy relative to the best compared isomer or geometry (same formula, charge and spin): 368.6 kJ/mol
lowest unoccupied orbital energy (alpha / beta): -4.2 / -4.2 eV

Löwdin population analysis, charges in e, atoms 1 to 4:
1. N 0.03
2. N -0.18
3. N 0.05
4. C -0.23

---

Record 3
# CH8N5S

2 unconnected molecules or ions with the total composition CH8N5S at a distorted geometry (the ωB97M-V functional and the def2-TZVPD basis, OMol25).

Cartesian coordinates (Å):
C (-1.0231, -0.1370, -0.9143)
N (-1.4127, 0.1644, -2.1449)
N (1.0460, 0.8608, 1.9739)
N (1.3876, -1.0173, 0.8009)
N (-0.0742, 0.5859, -0.3983)
N (0.5286, -0.1331, 1.3048)
S (-1.9495, -1.2374, 0.0216)
H (-2.1987, -0.2756, -2.6414)
H (-0.9724, 0.8985, -2.6966)
H (1.9116, 1.2179, 1.5831)
H (0.3125, 1.4832, 2.2461)
H (2.1665, -0.7639, 0.2016)
H (1.1114, -1.9232, 0.4595)
H (0.1035, 1.5203, -0.8509)
H (-0.9371, -1.2435, 1.0549)

strongest force on any atom: 2.6 eV/Å
spin multiplicity: 1
HOMO level: -13.664 eV
net charge: +1
energy relative to the best compared isomer or geometry (same formula, charge and spin): 221.2 kJ/mol
lowest unoccupied orbital energy: -4.1 eV

Löwdin population analysis, charges in e, atoms 1 to 4:
1. C -0.88
2. N 0.10
3. N 0.12
4. N 0.07

---

Record 4
# CH8N5S

A gas-phase ion, CH8N5S (charge +1) at a distorted geometry (the ωB97M-V functional and the def2-TZVPD basis, OMol25).

Cartesian coordinates (Å):
C (-0.3022, -0.2873, -1.3133)
N (0.0262, -0.5540, -2.5942)
N (-0.1690, 1.3598, 1.5443)
N (0.7954, -0.7676, 1.6416)
N (0.5054, 0.1422, -0.3364)
N (-0.0612, 0.0905, 0.9936)
S (-2.0061, -0.7695, -1.0786)
H (-0.4311, -1.0593, -3.2776)
H (1.0113, -0.2398, -2.8787)
H (-1.0452, 1.7774, 1.6470)
H (0.6906, 1.9196, 1.3723)
H (1.4067, -0.3740, 2.3378)
H (0.2256, -1.3877, 2.1706)
H (1.5256, 0.3162, -0.3127)
H (-2.1720, -0.1664, 0.0841)

strongest force on any atom: 5.8 eV/Å
spin multiplicity: 3
HOMO level (alpha / beta): -9.764 / -13.049 eV
net charge: +1
energy relative to the best compared isomer or geometry (same formula, charge and spin): 102.4 kJ/mol
lowest unoccupied orbital energy (alpha / beta): -2.9 / -8.5 eV
expectation value of S²: 2.0075

Löwdin population analysis, charges in e, atoms 1 to 4:
1. C -0.71
2. N 0.15
3. N 0.09
4. N 0.08